Below is a structure of composition C14H31AlF6O16S5, with properties calculated with wB97M-V/def2-TZVPD.

- F_max (eV Å⁻¹) = 5.65
- net charge = -1
- multiplicity = 2
- HOMO energy (alpha / beta) (eV) = -5.3 / -5.3
- Kohn-Sham gap (alpha / beta) (eV) = 7.07 / 5.10

Each line ends with the Löwdin spin population.
Cartesian coordinates (Å):
Al1 -0.772 -1.621 0.414  -0.002
C1 -3.216 0.752 -3.781  0.000
F1 -2.377 -0.086 -4.327  0.000
F2 -2.707 1.997 -3.741  0.000
F3 -4.313 0.815 -4.360  0.000
S1 -3.786 0.213 -1.989  0.000
O1 -4.386 1.467 -1.417  0.000
O2 -4.647 -0.970 -2.108  0.000
O3 -2.543 -0.231 -1.329  0.000
C2 -3.989 -4.996 -2.867  0.000
F4 -3.964 -6.004 -1.987  0.000
F5 -4.004 -5.434 -4.186  0.000
F6 -5.072 -4.245 -2.681  0.000
S2 -2.363 -3.955 -2.688  0.000
O4 -2.378 -3.372 -1.373  0.000
O5 -1.231 -4.910 -2.856  0.000
O6 -2.293 -2.864 -3.662  0.000
C3 2.879 0.049 2.855  0.014
C4 3.147 -0.554 1.549  0.096
C5 4.574 -1.260 1.578  0.019
O7 2.128 -1.207 0.887  0.803
H1 2.136 0.829 2.689  0.001
H2 3.779 0.549 3.215  -0.001
H3 2.531 -0.658 3.609  0.001
H4 3.403 0.338 0.978  0.060
H5 4.773 -1.955 0.763  0.000
H6 4.729 -1.865 2.471  0.003
H7 5.327 -0.480 1.691  -0.001
O8 0.544 -1.024 -2.119  0.002
S3 1.172 -0.090 -3.050  0.000
O9 0.712 1.304 -3.109  0.000
O10 2.877 -0.167 -2.908  0.000
C6 3.492 -1.281 -2.264  0.000
C7 4.207 -2.199 -3.209  0.000
C8 0.920 -0.752 -4.836  0.000
H8 2.812 -1.786 -1.579  0.000
H9 4.286 -0.906 -1.618  0.000
H10 4.422 -3.133 -2.690  0.000
H11 5.160 -1.806 -3.563  0.000
H12 3.601 -2.441 -4.081  0.000
H13 1.469 0.044 -5.338  0.000
H14 -0.160 -0.753 -4.984  0.000
H15 1.397 -1.732 -4.817  0.000
O11 0.789 2.959 1.834  0.000
S4 0.493 2.517 0.474  0.000
O12 -0.075 1.171 0.301  0.002
O13 -0.322 3.689 -0.301  0.000
C9 -0.857 3.427 -1.559  0.000
C10 -2.030 4.402 -1.827  0.000
C11 2.023 2.526 -0.563  0.001
H16 -1.219 2.406 -1.681  0.000
H17 -0.059 3.584 -2.285  0.000
H18 -1.668 5.428 -1.766  0.000
H19 -2.580 4.173 -0.914  0.000
H20 -2.576 4.268 -2.760  0.000
H21 1.749 3.013 -1.500  0.000
H22 2.398 1.531 -0.804  0.001
H23 2.850 3.040 -0.074  0.000
O14 0.686 -0.515 5.335  0.000
S5 -0.305 0.131 4.506  0.000
O15 -0.439 -0.251 3.055  0.000
O16 -1.776 -0.044 5.277  0.000
C12 -1.893 0.126 6.718  0.000
C13 -3.314 -0.079 7.029  0.000
C14 -0.127 1.914 4.607  0.000
H24 -1.741 1.193 6.880  0.000
H25 -1.305 -0.529 7.362  0.000
H26 -3.638 0.055 8.061  0.000
H27 -3.509 -1.134 6.833  0.000
H28 -3.852 0.672 6.452  0.000
H29 -0.998 2.553 4.464  0.000
H30 0.776 2.136 4.038  0.000
H31 0.246 2.017 5.627  0.000

***

Below is a cluster of 2 separate species, ClH4N3 in total, with properties calculated with wB97M-V/def2-TZVPD.

- F_max (eV Å⁻¹) = 1.54
- net charge = 0
- multiplicity = 1
- SMILES = [H]/N=N/N.Cl
- HOMO energy (eV) = -9.5
- ΔE to the lowest compared entry with this formula, charge and spin (kcal per mole) = 0.0
- Kohn-Sham gap (eV) = 10.36

Each line ends with the natural charge from an NBO analysis.
Cartesian coordinates (Å):
N1 -0.610 1.174 -0.137  -0.609
N2 0.829 1.440 1.457  -0.485
N3 0.650 1.217 0.231  0.015
Cl1 1.038 -4.019 -0.354  -0.266
H1 -1.344 1.218 0.566  0.368
H2 -0.807 0.846 -1.065  0.385
H3 1.832 1.488 1.640  0.327
H4 0.478 -3.963 -1.509  0.266

***

Below is a structure of composition C6H8O2, with properties calculated with wB97M-V/def2-TZVPD.

- F_max (eV Å⁻¹) = 5.93
- net charge = 0
- multiplicity = 1
- HOMO energy (eV) = -9.0
- ΔE to the lowest compared entry with this formula, charge and spin (kcal per mole) = 92.7
- Kohn-Sham gap (eV) = 9.69

Each line ends with the natural charge from an NBO analysis.
Cartesian coordinates (Å):
C1 0.157 -0.286 0.610  0.151
C2 -0.373 -1.534 0.021  -0.438
C3 -1.246 -0.764 -1.071  -0.385
C4 -0.923 0.608 -0.785  -0.307
C5 -0.920 0.679 0.766  -0.421
C6 0.653 0.642 -0.627  0.564
H1 1.499 0.376 1.586  0.469
H2 -0.810 -2.246 0.786  0.219
H3 0.236 -2.314 -0.377  0.232
H4 -2.332 -0.709 -0.944  0.212
H5 -0.996 -1.158 -1.931  0.212
H6 -1.615 1.078 -1.593  0.236
H7 -1.753 0.018 1.275  0.224
H8 -0.705 1.605 1.224  0.239
O1 1.089 -0.430 1.589  -0.668
O2 1.710 1.339 -0.778  -0.539

***

Below is an isolated molecule of C4HNO, with properties calculated with wB97M-V/def2-TZVPD.

- F_max (eV Å⁻¹) = 1.31
- net charge = 0
- multiplicity = 1
- SMILES = N#CC#CC=O
- HOMO energy (eV) = -11.4
- ΔE to the lowest compared entry with this formula, charge and spin (kcal per mole) = 44.1
- Kohn-Sham gap (eV) = 9.76

Each line ends with the natural charge from an NBO analysis.
Cartesian coordinates (Å):
O1 -2.427 -0.042 0.039  -0.430
C1 -1.239 -0.038 0.030  0.361
C2 -0.222 -1.044 0.433  0.037
C3 1.002 -0.999 0.399  -0.080
C4 1.677 0.120 -0.069  0.213
N1 1.792 1.190 -0.511  -0.290
H1 -0.582 0.813 -0.322  0.189

***

Below is a cluster of 2 separate species, C7H20N2Si in total, with properties calculated with wB97M-V/def2-TZVPD.

- F_max (eV Å⁻¹) = 5.01
- net charge = 0
- multiplicity = 1
- HOMO energy (alpha / beta) (eV) = -8.7 / -5.8
- ΔE to the lowest compared entry with this formula, charge and spin (kcal per mole) = 109.1
- Kohn-Sham gap (alpha / beta) (eV) = 9.16 / 6.14

Each line ends with the natural charge from an NBO analysis.
Cartesian coordinates (Å):
C1 -2.790 0.168 0.360  -0.622
C2 -0.784 0.813 1.732  -0.640
C3 -1.373 2.045 -0.373  -0.629
C4 -0.006 -2.862 1.097  -0.402
C5 3.809 0.701 0.223  -0.474
C6 0.021 -0.307 -2.571  -1.167
C7 -1.357 0.712 0.294  -0.532
N1 0.053 -2.064 -0.182  -1.100
N2 2.712 1.349 -0.279  -0.546
Si1 -0.160 -0.453 -0.621  1.562
H1 -3.303 0.276 -0.653  0.216
H2 -2.909 -0.743 0.948  0.216
H3 -3.339 0.882 1.014  0.208
H4 -1.236 -0.061 2.310  0.198
H5 -0.938 1.700 2.486  0.234
H6 0.416 0.669 1.661  0.231
H7 -2.065 2.867 0.042  0.216
H8 -0.370 2.546 -0.471  0.243
H9 -1.934 1.934 -1.337  0.205
H10 -0.898 -2.726 1.687  0.200
H11 0.250 -3.920 0.858  0.208
H12 0.838 -2.450 1.805  0.185
H13 4.347 1.525 0.758  0.191
H14 3.465 -0.050 0.886  0.207
H15 4.565 0.190 -0.444  0.166
H16 -0.571 -1.004 -3.289  0.235
H17 -0.244 0.611 -3.081  0.252
H18 1.122 -0.514 -2.898  0.242
H19 0.401 -2.643 -0.843  0.393
H20 2.279 0.808 -1.118  0.302

***

Below is a structure of composition C2H4AuO4S, with properties calculated with wB97M-V/def2-TZVPD.

- F_max (eV Å⁻¹) = 8.02
- net charge = +1
- multiplicity = 3
- HOMO energy (alpha / beta) (eV) = -14.8 / -14.7
- Kohn-Sham gap (alpha / beta) (eV) = 9.41 / 6.59

Each line ends with the Löwdin spin population.
Cartesian coordinates (Å):
S1 -1.567 0.939 0.671  0.141
O1 -1.597 1.394 -0.768  0.136
O2 -1.840 -0.635 0.657  0.408
O3 -0.021 0.859 1.090  0.399
C1 1.978 -0.055 -1.150  0.008
C2 1.786 -1.488 -0.853  0.028
O4 0.966 -1.936 -0.049  0.120
Au1 -0.079 -0.977 1.049  0.751
H1 2.476 0.027 -2.130  0.000
H2 0.984 0.392 -1.306  0.001
H3 2.668 0.342 -0.371  0.000
H4 2.322 -2.211 -1.491  0.006

***

no.,DFT total energy (a.u.)
1,-4588.3212
2,-626.7987
3,-383.7624
4,-282.8469
5,-677.5260
6,-912.8675